Entry 1:
ORCA calculation (the ωB97M-V functional and the def2-TZVPD basis) on C15H21AlF5IO2P2 as an isolated structure at a distorted geometry.

The geometry in XYZ format:
```
47
Properties=species:S:1:pos:R:3:lowdin_charge:R:1
C 0.09 1.06 -4.48 0.07
C 0.13 1.80 -3.27 0.01
H 0.06 1.74 -5.37 0.18
H -0.80 0.40 -4.48 0.14
H 0.99 0.41 -4.54 0.15
O 0.10 2.74 -2.57 0.32
I -0.47 -2.40 -2.05 0.71
Al -0.02 -0.42 -0.64 -0.41
P 2.32 0.30 -0.26 0.79
C 2.84 1.60 0.90 -0.20
C 3.24 -1.12 0.41 -0.20
H 4.32 -0.90 0.34 0.07
H 4.27 0.68 -1.61 0.07
H 3.01 -2.03 -0.15 0.07
H 2.96 -0.09 -2.56 0.05
H 2.36 1.44 1.87 0.07
H 2.97 -1.28 1.46 0.07
C 3.19 0.68 -1.81 -0.24
H 3.94 1.55 1.02 0.08
H 2.88 1.66 -2.19 0.04
H 2.56 2.59 0.51 0.06
P -2.34 0.41 -0.22 0.77
C -2.85 1.70 0.95 -0.20
C -3.19 0.80 -1.77 -0.24
H -2.99 -1.93 -0.15 0.03
H -4.30 -0.83 0.38 0.07
H -2.94 -1.22 1.48 0.06
C -3.23 -1.04 0.44 -0.21
H -2.99 0.02 -2.52 0.04
H -4.27 0.85 -1.56 0.07
H -3.94 1.67 1.04 0.08
H -2.53 2.68 0.59 0.06
H -2.84 1.77 -2.15 0.05
H -2.39 1.51 1.93 0.06
C -0.01 1.69 -0.11 -0.19
O -0.01 2.81 0.17 0.17
F 0.60 -3.41 0.48 -0.04
C 0.17 -2.57 1.47 -0.24
C 0.04 -1.19 1.26 -0.17
C -0.08 -0.47 2.44 -0.21
F -0.07 0.91 2.41 0.02
C -0.17 -1.05 3.72 -0.12
F -0.28 -0.29 4.82 0.13
C -0.15 -2.43 3.84 -0.10
F -0.25 -3.04 5.04 0.15
C 0.01 -3.21 2.70 -0.11
F 0.06 -4.55 2.79 0.14
```

Computed properties:
frontier orbital gap = 4.570 eV
LUMO level = -9.962 eV
molar mass = 544.2 g/mol
total charge = +2

=====

Entry 2:
ORCA calculation (the ωB97M-V functional and the def2-TZVPD basis) on C15H21As2MgN5S5 as an isolated structure at a distorted geometry.

The geometry in XYZ format:
```
49
Properties=species:S:1:pos:R:3:lowdin_charge:R:1
Mg 1.31 1.38 -0.74 -0.02
S 0.27 6.32 4.94 0.36
C 0.51 5.18 3.76 -1.55
S -0.74 4.16 3.12 0.83
C 0.23 3.23 1.96 -1.20
C 1.55 3.57 1.92 -1.22
S 2.79 2.87 0.96 0.39
S 2.04 4.89 3.00 0.83
S -0.60 2.06 1.05 0.43
C -1.33 -2.02 -2.74 -0.32
As -0.80 -0.98 -1.11 1.11
C -2.67 -0.50 -0.60 -0.35
C -0.71 -2.52 0.11 -0.41
C -1.55 -3.62 0.03 -0.13
C -1.46 -4.67 0.94 -0.12
C -0.52 -4.62 1.95 -0.12
C 0.32 -3.52 2.05 -0.13
C 0.24 -2.47 1.14 -0.41
As 1.37 -0.88 1.27 1.10
C 3.05 -1.79 1.81 -0.31
C 0.85 -0.37 3.10 -0.34
H -2.28 -2.54 -2.65 0.00
H -0.54 -2.75 -2.96 0.01
H -1.38 -1.32 -3.57 -0.01
H -3.33 -1.36 -0.49 0.00
H -3.06 0.18 -1.36 0.00
H -2.61 0.05 0.34 -0.03
H -2.30 -3.67 -0.75 0.08
H -2.13 -5.51 0.86 0.09
H -0.44 -5.43 2.66 0.09
H 1.04 -3.48 2.85 0.08
H 2.98 -2.31 2.77 0.00
H 3.83 -1.03 1.88 0.01
H 3.34 -2.50 1.03 0.01
H 0.86 -1.21 3.80 0.00
H -0.15 0.06 3.07 -0.01
H 1.53 0.41 3.43 0.02
C 2.21 -0.19 -1.75 -0.38
H 3.24 -0.54 -1.59 -0.19
H 2.02 -0.30 -2.83 -0.21
N -1.43 2.95 -5.29 0.09
N -0.76 2.93 -4.07 -0.27
N -0.46 4.07 -3.40 0.12
C 0.01 3.57 -2.26 -0.22
N -0.06 2.25 -2.20 -0.07
N -0.58 1.81 -3.33 0.11
H -1.97 3.82 -5.32 0.08
H -2.06 2.15 -5.31 0.08
H 0.37 4.18 -1.46 0.11
```

Computed properties:
frontier orbital gap = 2.980 eV
LUMO level = 4.233 eV
molar mass = 605.9 g/mol
total charge = -2

=====

Entry 3:
ORCA calculation (the ωB97M-V functional and the def2-TZVPD basis) on C15H21BBr21F3INO4P as an isolated structure at a distorted geometry.

The geometry in XYZ format:
```
68
Properties=species:S:1:pos:R:3:lowdin_charge:R:1
C 1.48 -3.98 -0.16 -0.20
C 2.22 -2.64 -0.36 -0.16
B 1.17 -1.43 -0.37 -0.68
O 1.68 -0.06 -0.74 -0.08
C 0.50 0.63 -0.78 -0.52
P 0.92 2.35 -1.38 0.45
O -0.47 3.17 -1.08 -0.44
I 2.41 3.08 0.43 0.48
C -0.54 -0.30 -1.54 -0.36
C -1.93 -0.08 -0.95 -0.08
C -2.16 -0.86 0.34 -0.11
C -3.63 -0.86 0.63 -0.47
N -4.40 -1.96 0.10 0.09
O -4.19 0.02 1.29 0.06
C -0.61 -0.18 -3.08 -0.47
F 0.52 0.39 -3.60 0.06
F -1.68 0.58 -3.50 0.08
F -0.76 -1.39 -3.70 0.13
O -0.01 -1.56 -1.31 0.02
H 1.31 -4.48 -1.10 0.05
H 2.01 -4.63 0.53 -0.04
H 0.51 -3.77 0.27 0.02
H 2.85 -2.49 0.51 0.08
H 2.85 -2.68 -1.24 0.09
H 0.68 -1.32 0.79 0.13
H 0.06 0.76 0.21 0.10
H -0.30 3.83 -0.39 -0.02
H -2.06 0.97 -0.73 0.12
H -2.70 -0.38 -1.66 0.12
H -1.78 -1.87 0.24 0.11
H -1.66 -0.38 1.17 0.12
H -4.22 -2.78 0.67 0.08
H -4.05 -2.20 -0.82 0.08
C -0.43 -7.01 1.39 -1.61
Br 1.19 -6.87 2.41 0.54
Br -1.51 -5.45 1.67 0.57
Br -0.09 -7.34 -0.47 0.60
H -0.98 -7.86 1.77 -0.04
C 1.52 3.94 4.69 -1.64
Br 0.68 5.10 3.41 0.50
Br 3.38 3.67 4.29 0.54
Br 1.25 4.53 6.50 0.56
H 1.03 2.98 4.59 -0.03
C 5.58 -5.68 1.11 -1.64
Br 4.81 -5.27 2.82 0.56
Br 4.22 -6.06 -0.19 0.63
Br 6.77 -4.30 0.50 0.58
H 6.16 -6.58 1.25 -0.04
C 0.85 -3.33 5.90 -1.66
Br 2.11 -2.02 6.51 0.56
Br -0.93 -2.96 6.55 0.56
Br 0.89 -3.52 4.00 0.57
H 1.15 -4.27 6.33 -0.03
C 1.71 4.27 -5.56 -1.58
Br 3.21 3.94 -6.75 0.52
Br 1.70 3.13 -3.93 0.57
Br 1.61 6.12 -5.07 0.53
H 0.82 4.04 -6.12 -0.04
C -2.67 6.79 1.03 -1.62
Br -3.59 7.95 -0.21 0.56
Br -0.79 6.68 0.67 0.57
Br -2.98 7.34 2.85 0.57
H -3.09 5.80 0.92 -0.02
C -3.49 5.79 -4.16 -1.65
Br -3.02 7.65 -3.93 0.54
Br -3.65 5.34 -6.03 0.56
Br -2.27 4.63 -3.26 0.62
H -4.47 5.65 -3.72 -0.03
```

Computed properties:
frontier orbital gap = 6.971 eV
LUMO level = 1.447 eV
molar mass = 2183.0 g/mol
total charge = -1

=====

no.,HOMO energy (eV)
1,-14.53
2,1.25
3,-5.52